Record 1
A cluster of 2 separate species, CH2ClO in total, computed with the ωB97M-V functional and the def2-TZVPD basis.

Calculated values
Electronic energy (eV): -15640.53399
LUMO level (eV): 3.76

Geometry as ORCA input:
```
! wB97M-V def2-TZVPD RIJCOSX def2/J DEFGRID3
* xyz -1 1
Cl 0.1456 1.7384 -3.4067
O -0.0821 -0.9804 1.9213
C -0.0360 -0.4297 0.8421
H -0.9632 -0.1234 0.3019
H 0.9357 -0.2049 0.3414
*
```


Record 2
A structure of composition C4H4HoO2 in a non-equilibrium geometry, computed with the ωB97M-V functional and the def2-TZVPD basis.

Calculated values
Electronic energy (eV): -34093.09620
LUMO level (spin up / spin down) (eV): -5.12 / -5.47
Energy above the lowest of the compared OMol25 structures with the same formula, charge and spin (kcal per mole): 0.00

Geometry as ORCA input:
```
! wB97M-V def2-TZVPD RIJCOSX def2/J DEFGRID3
* xyz 1 5
Ho 1.6144 1.9580 0.0793
O -2.4538 0.8693 -1.0502
O 1.9008 -0.1164 -0.6374
C -1.4401 0.1223 1.1445
C -0.2223 0.4250 0.2910
C 0.6354 -0.7295 -0.2503
C -1.7047 0.5570 -0.0880
H 0.2045 -1.2102 -1.1445
H 0.8388 -1.4949 0.5145
H -1.9253 0.3590 2.1096
H 2.5523 -0.7397 -0.9684
*
```


Record 3
The molecule C11H7Cl2F17Si in a non-equilibrium geometry, computed with the ωB97M-V functional and the def2-TZVPD basis.

Calculated values
Electronic energy (eV): -90643.15972
LUMO level (eV): 0.56
Structure (SMILES): C[Si](Cl)(Cl)CCC(F)(F)C(F)(F)C(F)(F)C(F)(F)C(F)(F)C(F)(F)C(F)(F)C(F)(F)F
Energy above the lowest of the compared OMol25 structures with the same formula, charge and spin (kcal per mole): 6.41

Geometry as ORCA input:
```
! wB97M-V def2-TZVPD RIJCOSX def2/J DEFGRID3
* xyz 0 1
Cl 1.0916 0.5765 3.9932
Cl -2.1092 -0.5809 4.4097
Si -0.5797 -0.2278 2.9689
F -0.4930 0.9339 -2.6844
F -0.0382 4.3094 0.6843
F 2.0007 -0.6224 -3.2378
F -0.4834 -1.4457 -2.7809
F 0.4444 -5.0943 -1.0838
F -0.2418 -1.0865 -0.6270
F -1.7150 1.5775 -0.6998
F 1.9814 -2.6988 -0.6405
F -0.2083 -3.6199 0.3084
F 0.7505 0.8979 0.1663
F -1.1355 -3.7296 -1.6373
F -0.8638 3.3665 -1.6331
F 1.6437 2.6667 -0.7321
F 1.5008 -3.2698 -2.7306
F -2.1539 3.7253 0.8482
F 2.3427 -0.2699 -1.0951
F 1.4772 1.8469 -3.0306
C -0.6323 2.3938 1.9071
C 0.3711 -1.4164 -1.7603
C 1.0018 -2.8185 -1.5381
C 0.0025 -3.8587 -0.9600
C -0.0585 -1.7413 1.9850
C 0.6495 1.7829 -0.8217
C 1.4217 -0.3195 -2.0764
C -1.3320 1.0398 1.8149
C 0.7483 1.0833 -2.2033
C -0.7493 2.4922 -0.6455
C -0.9106 3.2748 0.7104
H -1.1117 0.5852 0.8512
H 0.4670 2.2687 1.9780
H -0.1710 -2.6821 2.4771
H 1.0255 -1.6709 1.8055
H -2.4084 1.1301 1.8982
H -0.5633 -1.7190 1.0252
H -0.9617 2.9208 2.7865
*
```


Record 4
The ion C5H8N with charge +1 in a non-equilibrium geometry, computed with the ωB97M-V functional and the def2-TZVPD basis.

Calculated values
Electronic energy (eV): -6792.05868
LUMO level (spin up / spin down) (eV): -4.63 / -4.72
Structure (SMILES): CC1=C[C@@H]2C[N@H+]12
Energy above the lowest of the compared OMol25 structures with the same formula, charge and spin (kcal per mole): 139.05

Geometry as ORCA input:
```
! wB97M-V def2-TZVPD RIJCOSX def2/J DEFGRID3
* xyz 1 1
N -0.7168 -0.0153 -0.5194
C 1.2070 -1.1510 -0.4219
C -0.0866 0.1785 1.9966
C 0.1958 -0.7680 -1.4707
C 0.0002 0.7058 -1.7106
C 0.0916 -0.3650 0.6580
H 2.1058 -1.6425 -0.2560
H -0.2755 -1.5439 -2.0499
H 0.8041 1.4532 -1.6804
H -0.7133 0.7456 -2.4986
H 0.5448 -0.4170 2.7716
H -1.0297 0.2896 2.4247
H 0.4583 1.0806 1.9780
H -1.7192 0.1178 -0.4855
*
```


Record 5
A structure of composition C42H37AlN4O5PS in a non-equilibrium geometry, computed with the ωB97M-V functional and the def2-TZVPD basis.

Calculated values
Electronic energy (eV): -87062.90626
LUMO level (eV): -3.78
Energy above the lowest of the compared OMol25 structures with the same formula, charge and spin (kcal per mole): 24.15

Geometry as ORCA input:
```
! wB97M-V def2-TZVPD RIJCOSX def2/J DEFGRID3
* xyz 1 1
S -2.4112 -0.5240 4.9939
P -0.4554 -1.1584 -1.9574
Al 1.1859 0.9148 -1.7417
O -1.8713 -0.0439 6.2614
O 3.5614 -1.5151 3.0727
O -3.3861 0.1437 4.2348
O -0.5829 3.2411 -2.3524
O 2.0164 -0.9114 4.4765
N 2.5400 -0.8896 3.3705
N 0.6606 0.4741 2.6120
N 1.9711 2.7712 -1.2856
N 1.2041 0.5995 0.3766
C -0.2013 -2.4734 -3.2347
C 1.2307 6.0976 0.0478
C 0.6200 -3.0565 -5.3622
C -1.0403 -3.6214 1.8671
C 1.8846 -0.1749 2.3739
C -1.9417 -2.0044 0.3689
C 1.3101 3.9294 -0.9709
C -3.1008 -2.1877 5.1618
C -0.7118 5.2395 -1.0728
C 3.8502 1.3377 -1.3230
C -0.2629 0.5851 3.8222
C 0.4679 -2.0616 -4.3641
C -0.5029 1.6515 -2.2987
C -0.4083 -4.7441 -4.0341
C -1.0324 -0.7879 3.8872
C 5.6412 -0.2701 -1.3625
C 1.9041 4.9459 -0.2032
C 5.2080 0.9942 -1.0876
C -0.9206 1.6526 1.0726
C 0.1986 -3.5415 1.1659
C 4.8166 -1.2621 -1.8424
C 0.3424 -2.7567 0.1246
C 3.9129 3.5703 -0.1715
C 2.9708 0.3372 -1.8941
C -0.0987 6.2050 -0.2406
C -4.2793 -0.0974 -2.8151
C -2.0904 -2.8343 1.4628
C -3.1816 -0.8959 -2.5529
C 0.3359 0.9604 1.3674
C -4.5590 -2.1415 5.6043
C -0.6476 -3.7240 -3.0690
C 0.0094 4.1353 -1.4476
C -2.8988 1.8985 -2.8291
C 3.2888 4.7748 0.1257
C -4.1110 1.2618 -3.0415
C 0.3205 -4.3730 -5.1831
C 3.5046 -0.9645 -2.1645
C -0.7271 -2.0289 -0.3612
C -1.9757 -0.2614 -2.3900
C 3.2433 2.6294 -0.9408
C 2.1955 -0.0846 1.0281
C -1.7455 1.1333 -2.5182
H -2.7829 -1.5079 -0.0653
H -1.5106 -1.0028 2.9559
H 1.0272 -2.7387 -6.3435
H -0.6394 7.1760 -0.1778
H 1.0066 -4.1452 1.5157
H -5.0496 1.7469 -3.2713
H 3.7978 5.5950 0.7127
H -0.6320 -5.7870 -3.8457
H -5.0029 -3.0959 5.3540
H -1.2496 1.4123 0.0872
H -1.1569 -4.0070 -2.1587
H 3.0461 -0.6424 0.6214
H 6.0011 1.6927 -0.8490
H -0.6690 2.7729 1.0885
H 1.6977 6.8803 0.5779
H -3.2187 -1.9648 -2.3575
H -1.6581 5.4050 -1.4172
H 4.9789 3.3757 -0.0641
H -1.6838 1.4644 1.8323
H -2.3800 -2.6251 5.8409
H -2.9217 -2.6607 4.2089
H 0.3282 0.6568 4.6840
H 2.9017 -1.8573 -2.4492
H -3.1189 -2.8607 1.8301
H -4.7131 -1.9830 6.6891
H -0.4832 -1.7085 4.1827
H 5.2431 -2.2251 -2.0446
H -1.1085 -4.3192 2.7228
H 6.7010 -0.5615 -1.3408
H 1.2537 -2.6557 -0.3755
H 0.6878 -5.0765 -5.9540
H -0.5783 3.6322 -3.3163
H -5.2392 -0.4957 -3.0484
H -0.9734 1.4034 3.6314
H -5.0707 -1.3603 5.0100
H 0.7470 -1.0135 -4.5703
H -2.8283 2.9874 -2.6625
*
```